Entry 1:
A 2-piece molecular cluster, C5H11NO overall, computed with wB97M-V/def2-TZVPD.

The geometry in XYZ format:
```
18
Properties=species:S:1:pos:R:3:forces:R:3
C -0.473 -1.946 0.732 0.030 -0.023 0.017
C -0.793 -0.474 0.726 -0.144 -0.135 -0.077
C -0.306 0.462 1.775 -0.032 0.077 0.253
N 0.293 0.453 0.452 0.005 0.120 -0.124
C 0.074 1.544 -0.412 -0.048 0.045 -0.132
C -0.366 1.427 -1.665 0.006 0.045 0.122
O 2.086 -0.652 -1.618 0.047 0.103 0.074
H -0.363 -2.317 -0.292 -0.028 0.038 0.137
H -1.271 -2.511 1.225 0.116 0.083 -0.069
H 0.465 -2.135 1.264 -0.116 0.037 -0.069
H -1.745 -0.200 0.269 0.159 -0.036 0.056
H 0.331 0.095 2.578 -0.111 0.036 -0.140
H -0.939 1.309 2.035 0.086 -0.126 -0.069
H 0.365 2.508 0.004 -0.034 -0.116 -0.071
H 1.945 0.234 -1.975 0.041 -0.168 -0.052
H -0.616 0.456 -2.085 -0.005 0.149 0.084
H -0.459 2.298 -2.304 0.024 -0.104 0.129
H 1.771 -0.549 -0.707 0.005 -0.026 -0.069
```
Forces are in eV/Å.

SMILES string   C=CN1C[C@@H]1C.O
DFT total energy   -8899.388 eV
E_HOMO   -8.95 eV
Frontier orbital gap   9.96 eV

Entry 2:
C20H24As2N2PtSe2 as an isolated structure, computed with wB97M-V/def2-TZVPD.

The geometry in XYZ format:
```
51
Properties=species:S:1:pos:R:3:forces:R:3
Pt -0.162 0.631 0.645 -0.040 -0.468 0.291
Se -1.996 1.952 2.296 0.044 0.235 -0.038
Se -0.877 3.947 1.806 -0.122 -0.116 0.024
C -0.288 3.644 0.008 0.022 -0.023 -0.054
C -0.159 4.802 -0.751 0.024 0.025 -0.064
C 0.358 4.722 -2.031 -0.023 0.009 0.031
C 0.706 3.477 -2.534 0.007 -0.021 -0.007
C 0.523 2.373 -1.735 -0.026 -0.045 0.058
N 0.044 2.441 -0.478 0.117 0.297 -0.210
C -0.681 1.247 3.506 0.053 -0.023 0.072
C -0.901 1.192 4.866 0.093 -0.002 0.004
C 0.113 0.661 5.657 0.011 -0.002 0.025
C 1.284 0.229 5.058 -0.007 0.026 0.000
C 1.407 0.320 3.680 0.081 0.074 -0.069
N 0.438 0.814 2.908 -0.273 -0.096 0.065
H -0.471 5.753 -0.340 0.003 -0.008 0.019
H 0.470 5.616 -2.629 0.005 -0.006 -0.002
H 1.105 3.357 -3.531 -0.001 0.009 0.004
H 0.765 1.380 -2.089 -0.010 0.005 -0.017
H -1.820 1.560 5.298 -0.006 -0.007 -0.016
H -0.009 0.598 6.731 -0.007 0.003 -0.008
H 2.098 -0.173 5.645 -0.006 -0.001 -0.010
H 2.310 0.003 3.177 -0.019 -0.024 -0.011
C 3.000 -0.533 -1.257 0.034 -0.030 0.002
As 1.500 -1.064 -0.162 0.028 0.273 0.039
C 2.279 -2.223 1.173 0.052 -0.052 -0.062
C 0.493 -2.265 -1.288 0.071 -0.083 -0.049
C 1.126 -3.379 -1.834 -0.016 -0.014 -0.001
C 0.424 -4.252 -2.649 0.007 -0.020 -0.009
C -0.916 -4.019 -2.928 -0.021 0.006 -0.003
C -1.551 -2.911 -2.391 0.028 -0.002 0.011
C -0.850 -2.030 -1.568 -0.060 -0.108 -0.132
As -1.746 -0.481 -0.868 -0.012 0.170 0.123
C -2.367 0.455 -2.435 -0.046 -0.003 -0.036
C -3.359 -1.146 -0.048 -0.042 -0.042 -0.042
H 3.531 -1.415 -1.611 0.003 -0.006 -0.005
H 3.672 0.085 -0.665 0.009 0.016 -0.011
H 2.638 0.035 -2.111 0.047 -0.009 -0.019
H 2.667 -3.113 0.681 0.019 -0.023 0.042
H 1.522 -2.511 1.899 -0.001 -0.006 0.014
H 3.098 -1.704 1.667 0.002 -0.005 0.017
H 2.171 -3.582 -1.630 0.004 0.028 0.013
H 0.922 -5.116 -3.069 0.001 0.008 0.004
H -1.466 -4.699 -3.564 0.010 0.000 0.005
H -2.596 -2.742 -2.621 0.001 0.014 0.009
H -1.524 0.680 -3.085 -0.006 0.024 -0.012
H -2.866 1.377 -2.141 0.004 0.012 -0.002
H -3.070 -0.182 -2.970 -0.003 0.014 -0.021
H -3.881 -1.794 -0.751 -0.031 -0.005 0.018
H -4.000 -0.306 0.212 -0.002 0.004 0.016
H -3.107 -1.710 0.848 -0.002 -0.004 0.008
```
Forces are in eV/Å.

DFT total energy   -279711.710 eV
E_HOMO (alpha / beta)   -12.83 / -14.59 eV
Frontier orbital gap (alpha / beta)   6.60 / 7.10 eV
Total charge   +2
Spin multiplicity   3

Entry 3:
A 9-piece molecular cluster, C38H46N2O28 overall, computed with wB97M-V/def2-TZVPD.

The geometry in XYZ format:
```
114
Properties=species:S:1:pos:R:3:forces:R:3
C -0.404 0.936 1.517 -0.804 1.024 0.424
C -0.274 2.434 1.935 0.941 -0.048 -0.079
N 0.907 2.877 2.190 -1.407 0.239 -0.075
C -1.480 3.422 2.105 -0.954 -0.894 0.386
C -2.787 2.979 1.394 -1.354 -0.054 -0.873
C -3.838 2.178 2.043 -0.458 0.469 -2.193
C -5.058 1.806 1.308 0.543 1.157 -1.206
C -6.201 0.949 1.939 0.193 1.184 0.695
O -6.078 -0.435 1.497 1.156 0.463 -0.573
C -4.797 -0.896 1.816 0.759 -0.116 0.835
C -3.716 -1.258 0.758 -0.030 -0.231 0.286
O -4.515 -0.995 2.990 -0.023 0.162 -0.665
C -5.277 2.242 -0.083 1.849 0.748 0.613
C -4.256 3.045 -0.721 0.740 -0.563 2.383
C -3.035 3.381 0.027 -1.985 -0.434 -0.940
C -2.199 4.221 -0.968 0.004 -0.677 1.422
O -1.141 4.725 -0.690 -0.303 -0.091 -0.688
N -2.842 4.280 -2.274 0.027 -1.235 1.418
C -4.168 3.676 -2.128 0.156 -0.339 0.980
O -5.015 3.725 -2.970 0.321 -0.239 0.203
H -0.401 0.300 2.444 0.158 0.582 -0.980
H -1.398 0.775 1.029 0.919 -0.035 0.259
H 0.430 0.654 0.828 -0.777 0.273 0.811
H 0.786 3.867 2.463 0.452 -0.373 -0.071
H -1.709 3.485 3.209 0.269 -0.110 -1.020
H -1.188 4.443 1.764 -0.139 -0.915 0.147
H -3.711 1.826 3.093 -0.101 0.353 -0.970
H -6.108 1.041 3.057 -0.040 -0.447 -0.953
H -7.230 1.354 1.686 1.553 -0.781 -0.062
H -2.825 -1.637 1.326 -0.989 0.360 -0.404
H -4.051 -2.090 0.090 0.111 0.955 0.261
H -3.350 -0.358 0.192 -0.821 -0.837 0.307
H -6.184 1.967 -0.661 0.641 0.159 0.724
H -2.259 3.675 -2.870 -0.326 0.801 -0.350
C 1.996 -2.199 -0.601 0.592 0.184 -0.303
C 1.459 -3.601 -0.594 0.267 -0.561 -0.493
O 0.618 -3.614 0.558 -0.071 0.526 0.118
C 0.250 -2.332 0.804 -0.275 -0.101 0.215
O -0.585 -2.013 1.595 0.287 -0.192 -0.277
O 0.953 -1.461 0.032 -0.258 -0.401 0.211
H 2.182 -1.826 -1.608 -0.155 0.150 0.105
H 2.911 -2.096 -0.012 -0.069 0.024 0.024
H 0.853 -3.822 -1.475 0.053 0.153 0.169
H 2.247 -4.349 -0.508 -0.112 -0.001 0.232
C 3.008 2.789 -0.351 -0.702 0.006 0.143
C 3.592 3.873 -1.208 -0.365 0.409 -0.493
O 4.948 3.933 -0.766 0.174 -0.505 0.248
C 5.245 2.722 -0.220 0.059 -0.157 0.143
O 6.343 2.377 0.096 -0.125 0.069 -0.165
O 4.136 1.956 -0.083 0.560 0.316 -0.137
H 2.224 2.230 -0.862 0.166 -0.150 0.056
H 2.615 3.166 0.593 0.035 -0.111 -0.030
H 3.577 3.619 -2.271 0.016 -0.026 0.053
H 3.093 4.830 -1.065 0.214 0.023 0.059
C 4.529 3.912 -5.869 -0.034 0.620 -0.243
C 5.585 2.891 -6.181 0.523 0.039 -0.473
O 5.479 1.981 -5.088 -0.478 0.127 0.184
C 4.221 2.098 -4.586 -0.162 -0.400 0.297
O 3.749 1.362 -3.773 0.185 0.305 -0.220
O 3.571 3.160 -5.129 0.218 -0.367 0.177
H 4.080 4.337 -6.766 -0.162 -0.092 0.129
H 4.902 4.724 -5.241 0.002 -0.064 0.007
H 5.386 2.351 -7.110 -0.036 0.003 0.060
H 6.583 3.324 -6.230 0.001 -0.172 0.161
C -11.698 0.762 1.679 -0.595 -0.128 -0.065
C -10.565 -0.216 1.537 -0.087 -0.720 0.030
O -9.441 0.636 1.319 -0.167 0.478 0.110
C -9.744 1.851 1.847 0.092 0.318 0.074
O -8.959 2.739 1.982 -0.213 -0.277 -0.056
O -11.052 1.922 2.202 0.465 -0.076 -0.114
H -12.472 0.409 2.358 0.088 0.192 0.076
H -12.156 1.015 0.720 0.057 0.021 0.025
H -10.396 -0.799 2.446 0.019 0.033 -0.039
H -10.703 -0.900 0.701 0.210 0.106 -0.019
C 7.919 0.965 -2.655 -0.767 0.182 -0.112
C 8.555 -0.106 -1.821 -0.300 -0.407 0.508
O 9.861 -0.217 -2.383 0.059 0.442 -0.252
C 10.137 0.967 -2.996 0.321 0.138 -0.146
O 11.207 1.270 -3.421 -0.230 -0.074 0.102
O 9.034 1.760 -3.056 0.417 -0.352 0.062
H 7.199 1.558 -2.093 0.188 0.119 -0.039
H 7.430 0.567 -3.548 0.068 -0.001 0.012
H 8.644 0.181 -0.771 -0.029 0.021 -0.051
H 8.023 -1.055 -1.884 0.215 -0.033 -0.029
C -6.844 -2.553 4.059 0.384 0.295 -0.170
C -6.694 -3.736 4.974 0.464 -0.199 0.233
O -8.042 -4.021 5.346 -0.250 0.203 -0.326
C -8.846 -3.521 4.370 -0.344 -0.077 -0.011
O -10.016 -3.732 4.288 0.231 0.085 0.002
O -8.144 -2.748 3.501 -0.256 -0.331 0.346
H -6.089 -2.529 3.283 -0.248 0.008 -0.011
H -6.830 -1.603 4.597 0.016 -0.035 -0.046
H -6.275 -4.608 4.466 -0.053 0.031 -0.006
H -6.088 -3.512 5.850 -0.197 -0.072 0.060
C 11.259 -0.304 2.964 0.459 0.355 0.216
C 10.498 -0.191 1.673 0.043 0.492 -0.512
O 9.884 -1.471 1.552 0.081 -0.090 0.441
C 9.792 -1.994 2.806 -0.299 -0.439 0.106
O 9.180 -2.976 3.081 0.144 0.224 -0.072
O 10.489 -1.247 3.704 -0.208 -0.141 -0.337
H 11.326 0.644 3.495 -0.092 -0.146 0.122
H 12.267 -0.704 2.823 -0.053 -0.016 -0.022
H 9.717 0.573 1.713 0.012 -0.040 0.049
H 11.147 0.009 0.821 -0.116 -0.181 -0.048
C -0.216 -7.499 -3.393 0.279 -0.431 -0.364
C -1.011 -7.740 -2.140 -0.165 -0.570 0.252
O -1.051 -6.448 -1.538 0.142 0.279 -0.363
C -0.868 -5.535 -2.527 -0.210 0.310 0.024
O -1.011 -4.360 -2.391 -0.017 -0.305 -0.109
O -0.501 -6.134 -3.690 -0.131 0.150 0.404
H -0.521 -8.147 -4.213 -0.014 0.214 -0.064
H 0.860 -7.609 -3.235 -0.043 0.030 0.024
H -2.033 -8.065 -2.347 0.034 0.054 -0.014
H -0.538 -8.463 -1.477 -0.035 0.194 0.113
```
Forces are in eV/Å.

SMILES string   [H]/N=C(/C)Cc1cc(COC(C)=O)cc2c1C(=O)NC2=O.O=C1OCCO1.O=C1OCCO1.O=C1OCCO1.O=C1OCCO1.O=C1OCCO1.O=C1OCCO1.O=C1OCCO1.O=C1OCCO1
DFT total energy   -100461.538 eV
E_HOMO   -9.50 eV
Frontier orbital gap   8.91 eV

Question: Which of these has the highest DFT total energy?
Answer: C5H11NO

Question: Which value of DFT total energy does entry 2 give?
Answer: -279711.710 eV